Record 1
A structure of composition C6H8KN2O4S, computed with wB97M-V/def2-TZVPD.

XYZ file:
```
22
Properties=species:S:1:pos:R:3
K -0.4090 1.2897 0.6847
S -1.3476 -0.9329 1.9050
O -1.4071 -1.2373 3.3494
O -2.4533 -0.0243 1.6372
O -0.1061 -0.3592 1.5286
O -1.4538 -2.1304 1.0961
C 3.7583 1.1980 0.7587
C 2.3741 1.4085 0.4752
N 1.2871 1.5223 0.1792
H 4.0829 1.5182 1.7487
H 4.2708 1.8137 0.0195
H 3.9548 0.1347 0.6216
N -1.3998 -1.1356 -0.5104
C -2.3456 -0.8230 -1.4698
C -1.8007 0.0091 -2.3886
C -0.4672 0.2268 -1.9622
C -0.2043 -0.4928 -0.8391
H -1.5170 -1.6965 0.3213
H -3.3539 -1.2034 -1.3975
H -2.2516 0.5666 -3.1962
H 0.2039 0.9140 -2.4559
H 0.5851 -0.5661 -0.1057
```

Output
E_LUMO: 1.992 eV
total charge: -1
relative energy (zero: lowest compared OMol25 entry of this formula, charge and spin): 12.1379 eV
HOMO level: -0.1432 hartree
M: 243.3 Da

Record 2
A structure of composition C6H8LiO6, computed with wB97M-V/def2-TZVPD.

XYZ file:
```
21
Properties=species:S:1:pos:R:3
O -1.1672 -0.7918 2.2381
C -2.3451 -1.4386 2.4724
O -2.4603 -2.6470 2.2000
O -3.2613 -0.7314 2.9431
C -0.1052 -1.5132 1.6100
H 0.3089 -2.2475 2.3248
H -0.5015 -2.0906 0.7596
C 0.9342 -0.5455 1.1628
H 1.0085 0.3927 1.7189
H 1.8648 -0.9860 0.7965
O -0.2336 0.7977 -2.4161
C 0.2909 1.9887 -2.5708
C 0.3036 0.2259 -0.9133
O -0.1667 2.8204 -3.3424
O 1.1799 2.2960 -1.6372
C 1.5182 1.1525 -0.8280
H 0.5608 -0.7770 -1.2724
H -0.5498 0.5764 -0.3203
H 2.4213 0.6937 -1.2461
H 1.6929 1.5076 0.1922
Li -1.2933 1.3172 -3.8717
```

Output
E_LUMO (alpha / beta): -1.799 / -2.055 eV
total charge: 0
relative energy (zero: lowest compared OMol25 entry of this formula, charge and spin): 4.3811 eV
HOMO level (alpha / beta): -0.2383 / -0.2381 hartree
2S+1: 2
M: 183.1 Da

Record 3
A structure of composition C6H8LiO6Pr, computed with wB97M-V/def2-TZVPD.

XYZ file:
```
22
Properties=species:S:1:pos:R:3
O -2.0428 -1.0607 -0.5753
C -1.1608 -0.1674 -1.0915
C -2.6808 -0.5685 0.6223
O -0.1531 -0.0324 -0.0948
O -2.1934 1.2567 -0.7542
C -3.0014 0.9045 0.3362
H -1.9921 -0.6482 1.4735
H -3.5835 -1.1726 0.7718
H -2.8315 1.4902 1.2573
H -4.0618 1.0173 0.0511
O 1.7497 -0.5237 -1.3176
C 1.0954 0.4163 -0.5277
C 2.2742 -1.5081 -0.4446
O 1.0672 1.6217 -1.0737
O 1.9122 0.4943 0.6671
C 2.6986 -0.6932 0.7864
H 3.1157 -1.9995 -0.9427
H 1.5003 -2.2482 -0.1931
H 3.7591 -0.4141 0.7605
H 2.4660 -1.2007 1.7297
Li -0.7142 2.0501 -1.5953
Pr 2.7770 2.9864 0.1546
```

Output
E_LUMO (alpha / beta): -5.657 / -5.682 eV
total charge: +1
relative energy (zero: lowest compared OMol25 entry of this formula, charge and spin): 2.2995 eV
HOMO level (alpha / beta): -0.3488 / -0.3488 hartree
2S+1: 4
M: 324.0 Da